one.
This record from the OMol25 dataset describes a cluster of 9 separate species, C27H54O27 in total. The level of theory is wB97M-V/def2-TZVPD.

```
! wB97M-V def2-TZVPD RIJCOSX def2/J DEFGRID3
* xyz 0 1
O 0.472 4.835 2.410
O -5.380 1.761 0.925
O 1.982 -1.260 -4.995
O 2.993 -3.674 -1.143
O 0.197 1.268 5.290
O 2.497 0.648 -4.401
O -4.163 3.639 1.407
O 3.536 -1.598 2.811
O 2.389 0.795 0.041
O -3.790 -3.503 -1.910
O 1.857 5.517 4.111
O -3.295 1.507 1.175
O -3.936 -0.557 -2.814
O 4.618 -2.915 -2.521
O -1.757 -4.035 -1.429
O -4.473 1.570 -2.264
O 0.247 0.163 -4.563
O -6.047 -0.013 -2.778
O 0.970 0.774 1.945
O -1.977 0.907 4.526
O 0.391 -0.516 0.168
O -0.522 -0.764 4.501
O 5.378 -1.417 1.313
O 2.360 6.064 2.012
O -2.579 -4.699 -3.422
O 4.853 0.110 2.998
O 3.868 -4.871 -2.805
C -0.679 0.482 4.884
C -0.497 -4.653 -1.735
C 1.217 4.734 5.131
C 1.293 -2.197 -5.836
C 0.470 -1.100 -1.163
C -5.020 -3.569 -2.562
C -2.462 2.181 4.859
C 1.455 -0.138 -4.589
C 1.506 5.395 2.787
C 2.020 6.212 0.629
C 5.730 1.111 2.629
C 0.672 -1.452 4.880
C -6.556 2.513 0.902
C -4.781 0.464 -2.669
C 4.510 -1.631 -2.009
C -2.527 -0.306 -2.782
C -2.702 -4.126 -2.341
C 3.743 -3.842 -2.110
C 1.859 1.709 2.572
C -4.253 2.426 1.237
C 1.342 0.419 0.602
C -7.091 0.751 -2.324
C -1.952 1.885 1.286
C 3.000 -5.982 -2.487
C 2.341 1.941 -3.792
C 4.670 -0.964 2.238
C 2.972 -2.688 2.083
H 2.301 5.493 -0.140
H 2.397 2.056 -2.710
H 1.331 2.321 -3.942
H 0.931 6.215 0.587
H 1.990 2.599 1.956
H 0.127 4.713 5.114
H -1.474 1.036 1.774
H 0.700 -0.404 -1.970
H -5.279 -4.538 -2.988
H 3.712 -1.000 -2.399
H -4.947 -2.995 -3.485
H -1.762 2.813 1.825
H 2.894 2.682 -4.370
H 1.282 -1.824 -1.220
H 0.638 -1.453 5.969
H -1.488 1.931 0.301
H 1.904 -2.535 1.932
H 0.842 -2.474 4.541
H 0.392 -2.634 -5.405
H 1.484 -0.829 4.505
H 1.397 2.128 3.466
H 3.444 -6.597 -1.704
H 4.498 -1.635 -0.919
H -0.711 -5.721 -1.693
H 6.665 0.819 2.153
H -0.035 -4.395 -2.688
H -3.439 2.315 4.394
H -2.272 0.551 -3.405
H -6.795 2.779 1.932
H 0.994 -1.566 -6.672
H 2.045 -5.589 -2.137
H 2.336 7.212 0.329
H 1.488 4.983 6.157
H 3.480 -2.964 1.159
H 1.969 -2.964 -6.214
H -6.975 1.779 -2.668
H 5.225 1.563 1.775
H 5.445 -1.111 -2.221
H 2.681 -6.404 -3.440
H 2.774 1.221 2.907
H 5.900 1.901 3.361
H 2.968 -3.600 2.680
H -1.916 -1.132 -3.145
H -2.531 2.364 5.932
H 1.512 3.699 4.958
H 0.300 -4.526 -1.003
H -7.953 0.392 -2.886
H -7.341 0.677 -1.266
H -1.910 2.981 4.364
H -5.759 -3.210 -1.846
H -0.440 -1.655 -1.390
H -7.307 1.795 0.575
H -6.523 3.347 0.201
H -2.158 0.080 -1.832
*
```

Calculated values
Structure (SMILES): COC(=O)OC.COC(=O)OC.COC(=O)OC.COC(=O)OC.COC(=O)OC.COC(=O)OC.COC(=O)OC.COC(=O)OC.COC(=O)OC
HOMO-LUMO gap, Eh: 0.4021
HOMO, eV: -10.438

Löwdin atomic charge list, values in e, 4 entries: number 1, O, carries 0.08; number 2, O, carries -0.02; number 3, O, carries 0.00; number 4, O, carries 0.07

***

two.
This record from the OMol25 dataset describes a structure of composition C27H54O27. The level of theory is wB97M-V/def2-TZVPD.

```
! wB97M-V def2-TZVPD RIJCOSX def2/J DEFGRID3
* xyz 0 1
O -3.456 3.914 1.735
O -0.316 0.095 1.229
O -1.361 -1.492 -6.145
O -0.573 2.920 3.492
O -0.501 -2.899 -2.451
O 1.182 3.171 4.914
O -2.742 -2.715 -2.890
O 4.031 2.698 1.562
O -2.392 -1.138 2.012
O -1.455 -4.444 -3.599
O 2.876 0.621 -3.711
O 0.692 1.163 4.165
O -0.774 -0.627 -4.139
O -5.208 3.539 2.946
O -1.554 0.922 -0.606
O 1.804 1.816 -2.078
O 3.490 2.715 -3.535
O 2.530 -3.897 0.401
O 0.259 0.072 -6.138
O 0.955 -3.780 2.012
O 1.804 2.448 1.542
O 2.717 2.787 3.553
O 0.309 -0.058 -1.041
O -3.953 1.742 2.346
O -0.839 -2.152 3.263
O 2.167 -5.620 1.538
O -1.870 -3.084 1.468
C 5.103 3.325 2.162
C 2.602 -0.656 -3.095
C 0.338 2.459 4.134
C -1.602 -3.262 -3.006
C 1.674 -0.322 -0.739
C 1.025 4.558 5.202
C 2.813 2.600 2.317
C -0.174 0.335 -3.354
C -0.448 -1.853 -1.444
C 2.357 -2.487 0.054
C -2.443 3.413 0.876
C 3.765 2.854 -4.890
C -2.419 -0.004 2.845
C 1.755 -4.456 1.333
C -5.366 4.947 3.050
C -0.015 0.310 3.248
C -4.192 2.941 2.383
C 1.953 -6.287 2.789
C -1.336 -4.380 1.731
C 2.644 1.743 -3.018
C -2.490 -4.999 -4.360
C -0.558 -0.630 -5.554
C -2.623 1.408 0.214
C 1.800 2.169 0.160
C -1.642 -2.162 2.340
C -0.508 0.306 -0.001
C -2.262 -2.373 -5.513
H -0.643 -0.922 -1.975
H -3.276 0.647 0.642
H 5.220 2.932 3.171
H 0.459 -1.847 -0.839
H 4.905 4.374 2.382
H 0.105 4.983 5.605
H -2.638 -2.069 -4.536
H 2.139 -1.073 -1.379
H 0.365 -0.123 -2.525
H -2.182 1.993 1.021
H 0.889 -6.358 3.014
H 4.349 2.053 -5.345
H -0.891 1.015 -2.894
H 0.527 0.956 -3.912
H -2.056 -5.734 -5.038
H 4.293 3.783 -5.105
H 3.087 -0.940 -2.161
H -1.086 0.429 3.413
H -2.939 -4.247 -5.009
H 0.817 1.936 -0.251
H 1.532 -0.791 -2.940
H 2.553 -1.857 0.921
H 1.751 -0.573 0.319
H 0.377 -0.697 3.389
H -3.152 -2.416 -6.141
H 0.234 0.555 2.215
H 2.272 -7.326 2.714
H 2.381 1.257 0.023
H -1.994 -4.895 2.430
H -3.233 0.691 2.639
H 1.171 5.079 4.256
H -2.159 -0.188 3.887
H -1.251 -5.129 0.945
H -1.595 0.654 2.568
H 2.874 2.881 -5.517
H -1.818 -3.367 -5.564
H 1.808 4.637 5.956
H 2.328 0.538 -0.880
H -2.127 4.182 0.171
H -1.125 -2.060 -0.615
H -5.877 5.240 2.133
H -0.385 -4.250 2.248
H -1.717 3.021 1.590
H -6.037 5.395 3.784
H -3.296 -5.393 -3.740
H -2.913 2.626 0.287
H -3.173 1.967 -0.544
H -4.470 5.541 3.229
H 1.378 -2.169 -0.304
H 2.490 -5.751 3.572
H 6.010 3.116 1.593
H 3.128 -2.025 -0.563
H 2.255 3.032 -0.326
H 2.766 -1.530 -3.725
*
```

Calculated values
HOMO-LUMO gap, Eh: 0.2865
HOMO, eV: -7.474

Löwdin atomic charge list, values in e, 4 entries: number 1, O, carries 0.01; number 2, O, carries 0.05; number 3, O, carries 0.04; number 4, O, carries 0.12

***

three.
This record from the OMol25 dataset describes a cluster of 9 separate species, C27H54O27 in total. The level of theory is wB97M-V/def2-TZVPD.

```
! wB97M-V def2-TZVPD RIJCOSX def2/J DEFGRID3
* xyz 0 1
O -2.611 6.211 0.965
O 3.129 1.523 -5.087
O -4.067 -0.647 1.266
O 3.518 -3.383 1.630
O 1.861 -4.986 -1.631
O -3.650 6.481 -1.142
O 0.716 6.886 -1.982
O 2.837 -6.915 -2.355
O -0.976 6.177 -3.084
O -4.356 -1.825 4.952
O 3.339 -0.573 -6.010
O 3.474 -1.193 1.491
O 1.897 0.878 -6.791
O -3.666 1.225 0.179
O 3.988 -4.944 -2.438
O -1.053 -3.337 3.066
O 3.960 -2.056 3.473
O -3.105 -0.833 -0.726
O 0.545 -4.812 3.461
O -2.106 4.973 -0.896
O -3.594 -2.788 6.782
O 0.970 6.222 -4.025
O 0.225 0.597 0.942
O -2.456 -1.050 5.773
O 0.369 -3.005 4.761
O 0.432 -0.382 -1.068
O 0.649 1.766 -0.830
C 1.797 -3.559 -1.417
C 2.807 0.662 -5.938
C -3.644 0.009 0.217
C 4.082 -7.554 -2.543
C 0.062 -0.652 1.540
C 3.712 -2.211 2.250
C -5.146 -0.136 2.058
C -4.295 7.661 -0.740
C 3.576 0.238 1.925
C -2.852 5.857 -0.304
C 4.119 -1.081 -5.062
C 0.470 0.668 -0.327
C -3.501 -1.849 5.743
C -1.425 5.080 -3.956
C 3.782 -4.654 2.258
C 1.541 2.268 -6.997
C 0.814 1.900 -2.269
C 0.237 6.395 -3.086
C 2.930 -5.528 -2.175
C -2.718 -0.299 -1.964
C -1.497 -3.959 1.844
C -1.298 4.205 -0.200
C -2.365 -0.044 4.687
C 0.015 -3.694 3.723
C -4.827 -3.588 6.850
C 2.054 7.335 -1.860
C 1.371 -3.531 5.679
H 4.870 -7.142 -1.820
H 3.629 -1.159 -3.888
H -4.617 0.778 2.562
H -0.688 4.280 -3.895
H 4.177 -4.385 3.353
H 1.144 2.949 -2.582
H -2.063 0.543 -2.247
H 2.834 -5.092 2.219
H 1.203 2.350 -7.965
H -4.989 -4.200 5.963
H 1.028 -1.184 1.449
H 4.998 -0.386 -5.132
H 1.634 1.348 -2.859
H -4.981 7.711 -1.532
H 2.390 -3.582 5.153
H -0.721 -4.023 1.245
H 1.386 -2.756 6.411
H 2.255 -3.315 -0.512
H -4.516 -4.087 7.673
H 4.343 -2.012 -5.234
H 2.066 7.885 -2.649
H 3.163 0.241 2.887
H 0.761 -2.946 -1.222
H 2.330 -3.068 -2.113
H 2.390 2.944 -6.892
H -3.152 0.690 5.178
H 2.768 6.480 -2.072
H -2.502 -0.834 -2.743
H -3.434 8.411 -0.654
H -0.946 3.319 -0.834
H 3.283 0.918 1.271
H 3.852 -8.571 -2.421
H -0.346 -0.768 2.503
H -0.770 -1.306 1.279
H -1.969 -4.810 2.218
H -5.390 -0.833 2.768
H 4.383 -5.269 1.488
H -2.714 -0.372 3.628
H -2.031 3.900 0.488
H -3.565 0.168 -2.415
H -5.081 7.591 0.082
H -0.096 1.729 -2.763
H -2.245 -3.400 1.455
H -5.853 -3.069 7.246
H 0.937 2.241 -6.254
H -0.360 4.665 0.181
H 1.127 -4.322 6.073
H -1.646 5.511 -4.894
H -5.925 0.222 1.422
H -2.358 4.638 -3.646
H 4.451 -7.322 -3.495
H -1.253 0.281 4.675
H 4.580 0.278 2.286
H 2.164 7.993 -1.032
*
```

Calculated values
Structure (SMILES): COC(=O)OC.COC(=O)OC.COC(=O)OC.COC(=O)OC.COC(=O)OC.COC(=O)OC.COC(=O)OC.COC(=O)OC.COC(=O)OC
HOMO-LUMO gap, Eh: 0.3845
HOMO, eV: -10.151

Löwdin atomic charge list, values in e, 4 entries: number 1, O, carries 0.00; number 2, O, carries 0.06; number 3, O, carries -0.02; number 4, O, carries -0.04

***

Result of the stability comparison: one is the most stable of them.

***

one.
This record from the OMol25 dataset describes a cluster of 2 separate species, C3H10NOS in total. The level of theory is wB97M-V/def2-TZVPD.

```
! wB97M-V def2-TZVPD RIJCOSX def2/J DEFGRID3
* xyz -1 1
S -1.509 0.094 -1.143
O -0.385 -2.463 -2.834
N 0.431 2.240 0.274
C -0.452 -0.796 0.104
C 0.914 1.131 1.117
C -0.071 -0.015 1.351
H -0.371 2.596 0.776
H 1.796 0.679 0.648
H -0.792 -1.686 -2.411
H 0.449 -2.112 -3.155
H 0.001 1.852 -0.553
H -1.044 -1.691 0.334
H -0.981 0.392 1.801
H 0.432 -1.189 -0.395
H 1.123 1.652 2.057
H 0.458 -0.683 2.028
*
```

Calculated values
HOMO-LUMO gap, Eh: 0.2540
HOMO, eV: -2.828

natural (NBO) atomic charge list, values in e, 4 entries: number 1, S, carries -0.73; number 2, O, carries -0.99; number 3, N, carries -0.86; number 4, C, carries -0.51

***

two.
This record from the OMol25 dataset describes a cluster of 2 separate species, C3H10NOS in total. The level of theory is wB97M-V/def2-TZVPD.

```
! wB97M-V def2-TZVPD RIJCOSX def2/J DEFGRID3
* xyz -1 1
S 1.629 0.100 -0.823
O -1.522 -0.397 1.118
N -1.948 -0.387 -1.223
C -1.854 -1.230 0.028
C 1.901 -0.629 0.789
C 1.088 1.924 -0.248
H 2.319 0.085 1.552
H -1.156 -2.025 -0.345
H 0.944 -1.130 1.038
H 2.567 -1.515 0.703
H 0.712 2.235 -1.214
H 2.013 2.425 0.220
H -1.191 0.332 -0.992
H 0.196 1.660 0.449
H -2.930 -1.679 0.141
H -2.769 0.232 -1.194
*
```

Calculated values
HOMO-LUMO gap, Eh: 0.2230
HOMO, eV: -2.608

natural (NBO) atomic charge list, values in e, 4 entries: number 1, S, carries 0.10; number 2, O, carries -0.99; number 3, N, carries -0.92; number 4, C, carries 0.10

***

Result of the stability comparison: one is the most stable of them.